# 1
Density functional theory data (ωB97M-V/def2-TZVPD) for a molecular structure, C39H33Cl3N5PRuSSi in a non-equilibrium geometry.

XYZ file:
```
84
Properties=species:S:1:pos:R:3:forces:R:3
Ru -0.7657 0.9904 -0.2560 -0.32 0.09 1.54
N -3.4952 -1.4244 -0.9591 -0.16 0.15 0.05
C -2.9710 -2.3488 -1.8871 -0.08 -0.11 0.11
C -3.8186 -3.1247 -2.6830 0.13 -0.01 -0.05
C -3.3144 -4.1513 -3.4537 -0.05 -0.02 0.00
C -1.9554 -4.4453 -3.4101 0.00 -0.01 0.00
C -1.1142 -3.6543 -2.6566 0.02 0.07 -0.05
C -1.5933 -2.5507 -1.9348 0.15 -0.14 -0.06
P -0.3447 -1.4697 -1.1076 -0.98 0.37 -0.45
C 0.2012 -2.5947 0.2190 0.06 0.20 0.16
C 1.1347 -3.6143 0.0346 -0.05 -0.04 0.04
C 1.4116 -4.4969 1.0668 0.00 0.01 -0.02
C 0.7585 -4.3780 2.2855 0.00 -0.01 0.03
C -0.1848 -3.3795 2.4682 0.01 0.00 0.00
C -0.4600 -2.4910 1.4398 0.03 -0.08 0.00
C 0.9837 -1.5655 -2.3676 0.11 0.12 0.09
C 2.3262 -1.6106 -1.9959 -0.02 0.04 0.00
C 3.3251 -1.6917 -2.9564 0.00 0.03 -0.03
C 2.9952 -1.7116 -4.3029 0.02 0.01 0.01
C 1.6631 -1.6348 -4.6860 -0.01 0.02 0.02
C 0.6656 -1.5566 -3.7276 0.02 0.11 0.01
H -4.4135 -1.0874 -1.2249 0.05 0.02 -0.02
H -3.5866 -1.8655 -0.0499 0.08 0.11 0.02
H -4.8845 -2.9377 -2.6516 -0.02 0.02 0.01
H -3.9832 -4.7552 -4.0525 0.00 0.01 -0.02
H -1.5573 -5.2782 -3.9729 0.01 -0.02 0.01
H -0.0541 -3.8701 -2.6600 -0.02 -0.05 0.00
H 1.6446 -3.7333 -0.9111 -0.02 -0.03 0.01
H 2.1354 -5.2862 0.9144 0.02 0.00 0.00
H 0.9812 -5.0684 3.0878 0.00 -0.01 0.01
H -0.7052 -3.2878 3.4124 -0.01 0.00 0.01
H -1.2068 -1.7199 1.5786 0.03 0.00 0.03
H 2.5989 -1.6153 -0.9466 0.01 0.03 -0.01
H 4.3613 -1.7506 -2.6496 0.01 0.00 0.01
H 3.7727 -1.7878 -5.0512 0.01 -0.01 -0.01
H 1.3967 -1.6486 -5.7344 0.00 0.01 -0.01
H -0.3688 -1.5102 -4.0421 -0.01 0.00 0.00
C 1.8360 -0.2197 5.0988 0.07 0.01 -0.01
C 0.5522 -0.1610 4.5860 -0.06 0.00 -0.05
C 0.3542 0.1376 3.2455 -0.06 -0.03 0.10
C 1.4421 0.3874 2.4287 -0.23 0.10 -0.22
C 2.7392 0.3315 2.9374 0.10 -0.01 -0.02
C 2.9288 0.0243 4.2694 -0.06 0.00 0.04
N 1.1804 0.7109 1.0490 0.38 -0.18 -0.65
N 2.2142 1.0398 0.4314 -0.22 0.15 -0.03
C 2.0793 1.3605 -0.9345 0.14 -0.16 0.23
C 3.2538 1.6745 -1.5853 0.09 0.02 -0.14
C 3.2064 1.9522 -2.9428 -0.02 -0.02 0.06
C 1.9861 1.8734 -3.5866 -0.04 -0.05 0.03
C 0.8501 1.5637 -2.8522 -0.06 -0.09 -0.13
N 0.8813 1.3413 -1.5388 0.13 0.12 0.25
H 1.9930 -0.4562 6.1424 0.01 0.00 0.01
H -0.3020 -0.3517 5.2217 0.00 0.00 0.01
H -0.6406 0.1712 2.8348 -0.04 0.00 -0.04
H 3.5835 0.5214 2.2919 -0.02 0.00 0.01
H 3.9329 -0.0219 4.6677 0.01 -0.01 0.01
H 4.1739 1.6828 -1.0193 0.00 0.00 -0.01
H 4.1056 2.2072 -3.4857 0.02 0.00 -0.01
H 1.8954 2.0522 -4.6476 -0.02 0.01 -0.02
H -0.1225 1.5132 -3.3212 0.12 -0.05 -0.02
C 0.8939 4.1305 -0.3160 -0.11 -0.23 -0.18
C -0.0237 3.9004 0.8455 0.18 0.23 -0.05
C 0.0101 4.9466 1.8044 -0.11 -0.01 0.12
C -0.7638 4.9006 2.9133 0.04 -0.04 -0.13
C -1.6155 3.7886 3.0922 0.10 0.10 0.03
C -2.4534 3.6923 4.2241 -0.08 -0.12 -0.07
C -3.2878 2.6190 4.3747 0.08 0.03 -0.01
C -3.3005 1.6193 3.3926 -0.03 0.03 0.01
C -2.4825 1.6927 2.2874 -0.10 0.06 -0.01
S -2.5447 0.4468 1.0850 0.61 -0.02 -0.94
C -1.6053 2.7795 2.1111 0.04 0.01 0.00
N -0.7889 2.8290 0.9817 0.16 -0.05 0.16
H 0.8289 5.1754 -0.6143 -0.02 0.02 0.00
H 0.6551 3.5209 -1.1800 0.06 0.19 0.20
H 1.9241 3.9475 -0.0034 0.03 -0.02 0.01
H 0.6658 5.7835 1.6125 0.01 0.01 0.00
H -0.7528 5.6964 3.6471 0.01 0.00 0.01
H -2.4238 4.4874 4.9569 0.00 0.01 0.02
H -3.9352 2.5373 5.2365 -0.01 0.01 0.00
H -3.9655 0.7706 3.4890 -0.02 0.00 0.00
Cl -3.4507 3.6648 -0.3151 -0.10 0.10 0.03
Si -2.2788 2.4407 -1.4870 -0.20 -0.97 -0.36
Cl -3.6534 1.6168 -2.8209 0.15 -0.24 0.23
Cl -1.3533 3.7851 -2.7842 0.09 0.25 0.06
```
Positions in Å, forces in eV/Å.

Output
2S+1 = 2
E_HOMO (alpha / beta) = -10.31 / -10.51 eV
net charge = +1
expectation value of S² = 0.768
ΔE to the lowest compared entry with this formula, charge and spin = 0.0 kJ/mol
HOMO-LUMO gap (alpha / beta) = 6.31 / 6.45 eV
LUMO level (alpha / beta) = -0.1472 / -0.1492 Ha



# 2
Density functional theory data (ωB97M-V/def2-TZVPD) for a molecular structure, C39H33CoIN2O6P2S.

XYZ file:
```
85
Properties=species:S:1:pos:R:3:forces:R:3
Co -0.1688 -0.0027 -0.0793 -0.01 -0.02 -0.02
C 2.8306 -0.5420 1.3822 -0.10 0.06 0.04
N 2.2882 0.3337 2.4110 0.08 -0.09 0.04
C 1.0274 -0.1450 2.9565 -0.01 0.04 0.00
P -0.5952 0.3891 2.0496 0.02 -0.05 -0.03
C -0.6737 2.1176 2.6574 -0.06 -0.02 0.02
C -0.8278 3.1744 1.7636 0.05 0.01 -0.01
C -0.8464 4.4845 2.2239 0.01 0.00 0.01
C -0.7480 4.7557 3.5810 0.00 0.01 0.00
C -0.6341 3.7068 4.4824 0.00 0.00 0.00
C -0.5930 2.4000 4.0200 0.02 0.01 0.00
C -1.6003 -0.5971 3.2470 0.00 0.01 -0.02
C -1.3799 -1.9589 3.4361 0.03 -0.01 0.00
C -2.1946 -2.7016 4.2832 -0.01 0.00 0.00
C -3.2310 -2.0874 4.9669 0.01 -0.02 0.01
C -3.4603 -0.7275 4.7854 0.01 0.02 0.00
C -2.6604 0.0063 3.9261 -0.04 -0.02 0.00
C 3.1140 1.2271 3.0783 -0.01 0.03 -0.09
C 4.3256 1.6627 2.5061 -0.02 -0.02 0.01
C 5.1520 2.5577 3.1603 0.01 0.00 0.02
C 4.8186 3.0709 4.4065 0.03 0.00 -0.02
C 3.6227 2.6623 4.9746 -0.03 -0.01 0.01
C 2.7854 1.7637 4.3338 0.02 0.04 0.02
P 2.0994 -0.0767 -0.2431 -0.01 0.01 0.04
C 3.0981 1.3955 -0.6346 0.03 -0.04 -0.09
C 2.6449 2.6464 -0.2257 -0.02 0.05 0.02
C 3.4587 3.7624 -0.3719 -0.02 0.01 -0.01
C 4.7203 3.6396 -0.9307 0.01 -0.01 -0.01
C 5.1707 2.3964 -1.3611 0.00 0.02 0.02
C 4.3629 1.2804 -1.2148 0.00 0.01 0.01
C 2.7284 -1.3332 -1.3983 0.00 -0.02 0.01
C 2.5328 -1.1271 -2.7641 -0.01 0.02 0.00
C 2.9146 -2.0874 -3.6853 -0.01 0.00 0.02
C 3.4981 -3.2712 -3.2517 0.00 0.00 -0.01
C 3.6981 -3.4866 -1.8971 0.01 0.00 0.02
C 3.3131 -2.5228 -0.9733 -0.01 0.00 -0.01
H 2.5175 -1.5661 1.5992 0.00 -0.02 0.00
H 3.9193 -0.5127 1.3600 0.00 -0.01 0.00
H 0.9285 0.1103 4.0081 0.00 0.02 0.02
H 1.0312 -1.2360 2.9190 0.02 0.01 -0.02
H -0.9218 2.9620 0.7073 -0.02 0.02 0.01
H -0.9428 5.2932 1.5097 -0.01 0.00 0.00
H -0.7683 5.7792 3.9370 0.00 0.00 0.00
H -0.5755 3.9032 5.5466 0.00 0.00 0.00
H -0.5343 1.5907 4.7373 0.06 -0.02 0.01
H -0.5935 -2.4872 2.9108 -0.01 0.01 -0.01
H -1.9989 -3.7625 4.3822 -0.01 0.00 0.00
H -3.8649 -2.6640 5.6307 0.00 0.00 0.00
H -4.2777 -0.2387 5.3038 0.00 0.00 0.00
H -2.8772 1.0531 3.7529 -0.01 -0.01 0.00
H 4.6074 1.3431 1.5148 0.01 -0.01 -0.02
H 6.0650 2.8718 2.6675 0.00 0.00 0.00
H 5.4632 3.7797 4.9102 0.00 0.00 0.00
H 3.3200 3.0506 5.9406 0.00 0.00 0.00
H 1.8650 1.4979 4.8237 -0.06 -0.01 0.00
H 1.6491 2.7458 0.1862 0.05 0.00 0.01
H 3.0927 4.7305 -0.0548 0.00 0.00 0.00
H 5.3510 4.5132 -1.0456 0.00 0.00 0.00
H 6.1511 2.2975 -1.8119 0.00 0.00 0.00
H 4.7150 0.3127 -1.5519 0.01 0.00 0.01
H 2.0672 -0.2129 -3.1109 -0.01 0.00 0.00
H 2.7260 -1.9161 -4.7371 0.01 0.00 0.00
H 3.7841 -4.0306 -3.9695 0.00 0.00 0.00
H 4.1408 -4.4125 -1.5504 0.00 0.00 0.00
H 3.4582 -2.7195 0.0810 0.00 -0.01 -0.01
O -0.2788 2.8564 -5.4081 0.02 0.00 0.01
C -0.2844 2.2667 -4.3492 -0.04 0.01 -0.02
C -0.1758 2.8892 -2.9742 0.00 0.00 0.01
O -0.0478 4.0793 -2.7236 0.00 0.00 0.00
C -0.2332 1.7702 -2.0505 -0.01 -0.07 -0.03
C -0.3858 0.5347 -2.7204 0.03 0.05 0.02
O -0.4283 -0.5571 -2.0773 0.01 0.04 0.03
C -0.3847 0.7628 -4.1719 0.03 -0.02 -0.01
O -0.4125 -0.0605 -5.0712 -0.01 0.00 0.01
O -0.1342 1.8071 -0.7687 0.02 -0.01 -0.05
N -1.8901 -2.8057 0.0792 0.04 -0.08 0.03
C -0.5625 -2.9119 0.1672 -0.02 -0.03 -0.08
O 0.1576 -1.8880 0.3945 -0.02 0.01 0.08
C 0.0591 -4.1850 -0.0017 -0.01 -0.01 0.05
I -0.0356 -5.6679 2.6873 0.02 0.01 0.01
H -2.3114 -1.8873 0.2521 -0.01 0.03 -0.02
H -2.4480 -3.6394 0.0523 0.01 0.00 -0.01
H 1.1339 -4.2376 0.0029 -0.01 0.00 0.00
H -0.5145 -5.0493 -0.2900 -0.01 0.02 -0.03
S -2.3047 0.3231 0.5632 -0.01 0.08 0.00
```
Positions in Å, forces in eV/Å.

Output
2S+1 = 2
E_HOMO (alpha / beta) = -2.17 / -2.17 eV
net charge = -2
expectation value of S² = 0.756
ΔE to the lowest compared entry with this formula, charge and spin = 6.8 kJ/mol
HOMO-LUMO gap (alpha / beta) = 6.29 / 5.93 eV
LUMO level (alpha / beta) = 0.1515 / 0.1381 Ha



Q: The lowest net charge belongs to which entry?
A: C39H33CoIN2O6P2S



Q: expectation value of S² of number 2 (C39H33CoIN2O6P2S)?
A: 0.756



Q: The lowest ΔE to the lowest compared entry with this formula, charge and spin belongs to which entry?
A: C39H33Cl3N5PRuSSi